Formula: C46H39O4P3Pd
Source: the OMol25 dataset
Level of theory: the ωB97M-V functional and the def2-TZVPD basis

Properties
⟨S²⟩	6.0392
highest occupied orbital energy (spin up / spin down)	-5.7 / -8.0	eV
orbital gap (spin up / spin down)	6.0 / 7.2	eV
multiplicity	5

Last column: Mulliken charge in e.
Atoms and positions in Å:
1 Pd -0.408 -0.099 -0.078  -0.0064
2 O -2.088 3.707 -1.121  -0.7179
3 C -1.360 2.726 -1.210  0.0448
4 O -1.045 1.957 -0.209  -0.5363
5 C -0.783 2.383 -2.592  -0.5496
6 P -0.101 0.589 -2.555  1.6267
7 C 0.526 0.546 -4.292  0.6049
8 C 1.887 0.764 -4.499  -0.5040
9 C 2.411 0.846 -5.781  -0.6025
10 C 1.574 0.718 -6.880  -0.5537
11 C 0.213 0.523 -6.687  -0.6946
12 C -0.310 0.437 -5.402  -0.4881
13 C -1.760 -0.246 -2.751  1.1608
14 C -1.825 -1.519 -3.334  -0.7469
15 C -3.033 -2.174 -3.509  -1.0243
16 C -4.218 -1.569 -3.105  -0.6726
17 C -4.171 -0.309 -2.532  -0.5979
18 C -2.959 0.346 -2.349  -0.8530
19 H 0.086 3.019 -2.770  0.5702
20 H -1.517 2.564 -3.379  0.3949
21 H 2.542 0.890 -3.641  0.4435
22 H 3.472 1.014 -5.924  0.4099
23 H 1.976 0.786 -7.883  0.3835
24 H -0.451 0.442 -7.539  0.4158
25 H -1.375 0.303 -5.270  0.3673
26 H -0.916 -1.999 -3.672  0.6565
27 H -3.049 -3.152 -3.974  0.4419
28 H -5.167 -2.073 -3.240  0.3754
29 H -5.090 0.182 -2.234  0.5063
30 H -2.968 1.330 -1.904  0.2098
31 O -0.056 0.687 2.162  -0.8930
32 P -0.794 -0.082 3.214  0.8437
33 C 0.310 -1.395 3.848  -1.6135
34 P 1.044 -2.215 2.365  1.4598
35 O 0.144 -2.162 1.170  -0.1724
36 C 1.366 -3.918 2.837  0.6122
37 C 1.376 -4.861 1.811  -0.6406
38 C 1.618 -6.195 2.102  -0.5145
39 C 1.850 -6.590 3.413  -0.4703
40 C 1.845 -5.651 4.436  -0.7932
41 C 1.602 -4.316 4.150  -0.5443
42 C 2.650 -1.399 2.192  0.4386
43 C 2.963 -0.616 1.091  0.0281
44 C 4.183 0.045 1.035  -0.9680
45 C 5.093 -0.075 2.072  -0.5279
46 C 4.795 -0.873 3.170  -0.7881
47 C 3.580 -1.536 3.227  -0.7849
48 C -1.286 0.971 4.588  0.5501
49 C -2.204 0.567 5.557  -0.4423
50 C -2.559 1.441 6.573  -0.7410
51 C -2.007 2.716 6.617  -0.3977
52 C -1.101 3.122 5.648  -0.7155
53 C -0.738 2.252 4.629  -0.4839
54 C -2.316 -0.891 2.690  1.1176
55 C -2.766 -2.078 3.262  -0.2711
56 C -3.978 -2.625 2.870  -0.8345
57 C -4.743 -1.987 1.903  -0.6204
58 C -4.296 -0.805 1.333  -0.5986
59 C -3.089 -0.247 1.727  -0.8833
60 H -0.212 -2.075 4.519  0.7571
61 H 1.120 -0.905 4.389  0.6884
62 H 1.186 -4.539 0.792  0.2425
63 H 1.629 -6.929 1.305  0.4566
64 H 2.026 -7.634 3.642  0.3864
65 H 2.029 -5.961 5.457  0.4050
66 H 1.589 -3.589 4.956  0.3612
67 H 2.270 -0.522 0.276  0.6476
68 H 4.416 0.662 0.175  0.4746
69 H 6.041 0.448 2.029  0.3882
70 H 5.508 -0.978 3.979  0.4203
71 H 3.351 -2.172 4.076  0.2823
72 H -2.650 -0.419 5.509  0.3637
73 H -3.276 1.133 7.324  0.4005
74 H -2.297 3.399 7.407  0.3885
75 H -0.684 4.121 5.679  0.3955
76 H -0.054 2.558 3.846  0.4183
77 H -2.168 -2.601 3.998  0.3032
78 H -4.319 -3.553 3.312  0.4287
79 H -5.690 -2.410 1.594  0.4095
80 H -4.891 -0.315 0.575  0.4371
81 H -2.765 0.699 1.312  0.5707
82 C 0.631 -1.029 -1.699  -2.0310
83 C 1.154 -2.296 -2.089  2.0847
84 C 0.560 -3.485 -1.599  -0.3407
85 C 1.037 -4.727 -1.974  -0.6163
86 C 2.123 -4.834 -2.839  -0.6053
87 C 2.731 -3.678 -3.319  -0.6400
88 C 2.262 -2.428 -2.950  -0.3724
89 H -0.286 -3.394 -0.929  0.7533
90 H 0.554 -5.624 -1.599  0.5001
91 H 2.491 -5.808 -3.138  0.3921
92 H 3.579 -3.751 -3.988  0.4237
93 H 2.747 -1.537 -3.323  0.4104